# 1
22
Properties=species:S:1:pos:R:3:forces:R:3 method="wB97M-V/def2-TZVPD" orbital_gap_ev="9.7217 / 8.6007" lumo_ev="0.2834 / -0.4298" charge=0 e_above_lowest_kcal_mol=190.97 fmax_ha_per_bohr=0.11693 e_tot_ha=-437.5498
C -0.498 1.407 -1.585 1.616 -1.714 5.532
C 1.563 0.097 -0.796 -2.441 1.559 -1.929
C 0.034 -0.841 -2.602 -3.146 2.540 -0.980
C -0.611 0.130 3.794 2.551 -1.805 0.764
C 0.085 0.007 -1.261 -0.476 -0.553 -1.296
N -0.841 0.417 1.614 -0.414 1.136 -3.128
N -0.782 -0.819 -0.439 -0.453 1.696 0.386
N -0.278 -0.322 2.375 -2.258 0.325 2.866
O 0.241 -1.410 2.257 1.522 -1.792 -0.530
H -1.335 1.272 -2.109 -3.492 -0.080 -1.973
H -0.675 1.814 -0.553 -0.426 0.047 -1.017
H 0.173 2.053 -2.015 1.773 1.227 -1.428
H 1.668 -0.726 -0.212 1.098 -2.486 1.747
H 1.635 0.990 -0.190 0.691 0.285 -0.155
H 2.092 0.020 -1.743 0.878 0.564 0.506
H -0.942 -1.446 -2.745 1.476 1.133 0.379
H 0.043 -0.014 -3.441 0.510 -2.117 1.215
H 0.824 -1.497 -2.529 1.873 -1.494 -0.692
H -1.420 -0.400 4.227 -0.580 -1.539 -0.176
H -1.011 1.084 3.831 0.323 2.325 -0.194
H 0.336 -0.133 4.340 -1.039 0.877 -0.192
H -0.300 -1.683 -0.218 0.415 -0.134 0.295

# 2
56
Properties=species:S:1:pos:R:3:forces:R:3 method="wB97M-V/def2-TZVPD" orbital_gap_ev=8.9675 lumo_ev=0.5313 charge=0 smiles="CN(C(=O)CSc1nnc(-c2ccc(Cl)cc2)n1C[C@@H]1CCCO1)[C@@H]1CCS(=O)(=O)C1" e_above_lowest_kcal_mol=0.00 fmax_ha_per_bohr=0.02262 e_tot_ha=-2553.6749
C -2.644 -2.714 1.843 -0.081 0.097 0.281
N -1.736 -2.774 0.716 -0.258 -0.127 -0.218
C -0.404 -2.972 0.850 -0.230 -0.284 0.080
O 0.336 -3.054 -0.115 0.213 -0.016 -0.103
C 0.183 -3.072 2.250 0.296 0.545 0.081
H -0.500 -2.812 3.050 -0.060 -0.148 -0.026
H 0.624 -4.056 2.407 -0.034 0.020 -0.008
S 1.590 -1.906 2.317 0.233 -0.528 0.236
C 0.677 -0.470 1.995 -0.070 0.127 0.065
N -0.630 -0.412 2.002 0.454 -0.715 0.206
N -0.985 0.847 1.702 -0.340 1.091 -0.218
C 0.101 1.551 1.531 -0.042 -0.337 0.176
N 1.210 0.756 1.715 -0.818 -0.263 0.195
C 2.582 1.076 1.440 0.705 -0.089 -0.583
H 2.728 2.145 1.600 0.042 -0.160 0.065
H 3.215 0.506 2.126 -0.008 0.189 0.020
C 3.013 0.722 0.001 0.008 0.463 0.117
C 2.023 1.110 -1.104 0.203 -0.170 0.078
H 2.168 2.132 -1.445 -0.041 0.068 0.008
C 2.314 0.062 -2.176 0.148 -0.056 0.129
H 1.457 -0.126 -2.820 0.059 0.004 -0.023
C 2.693 -1.160 -1.337 -0.198 -0.269 -0.355
H 3.466 -1.773 -1.809 -0.065 0.029 -0.009
H 1.830 -1.798 -1.122 0.136 0.092 -0.040
O 3.213 -0.672 -0.102 0.001 0.151 0.241
H 3.160 0.378 -2.788 0.005 0.015 -0.045
H 0.994 1.004 -0.758 -0.041 -0.001 0.022
H 3.979 1.230 -0.166 -0.147 -0.003 0.036
C 0.119 2.973 1.209 0.044 0.334 -0.078
C 0.862 3.875 1.966 -0.124 -0.052 -0.115
C 0.855 5.221 1.653 0.007 0.116 -0.062
C 0.099 5.669 0.581 -0.005 -0.266 0.071
C -0.662 4.785 -0.170 0.008 0.132 0.025
C -0.653 3.441 0.148 0.150 -0.042 0.138
H -1.244 2.746 -0.428 -0.051 -0.087 -0.065
H -1.255 5.147 -0.994 -0.043 0.063 -0.074
Cl 0.098 7.349 0.185 -0.001 0.192 -0.051
H 1.427 5.922 2.241 0.031 0.087 0.034
H 1.422 3.534 2.824 0.057 -0.043 0.059
C -2.227 -2.252 -0.558 0.200 -0.450 -0.058
C -1.545 -0.952 -0.956 -0.254 0.024 -0.661
H -1.907 -0.091 -0.402 -0.041 0.129 -0.139
H -0.465 -1.041 -0.894 0.091 -0.007 0.003
S -1.952 -0.793 -2.718 -0.107 0.201 -0.020
O -0.758 -0.529 -3.476 0.351 -0.317 -0.034
O -3.049 0.120 -2.897 -0.398 -0.025 0.202
C -2.530 -2.510 -2.978 0.213 0.596 0.222
C -2.044 -3.225 -1.737 -0.010 -0.292 0.220
H -0.985 -3.465 -1.831 -0.138 -0.019 0.037
H -2.596 -4.149 -1.555 0.011 0.000 -0.035
H -2.101 -2.892 -3.898 0.047 0.089 -0.120
H -3.613 -2.463 -3.049 -0.089 0.070 -0.027
H -3.296 -2.056 -0.435 0.095 -0.049 0.049
H -3.665 -2.799 1.478 0.019 -0.073 -0.003
H -2.461 -3.549 2.517 -0.078 0.037 0.030
H -2.532 -1.766 2.376 -0.054 -0.076 0.042